A structure of composition C28H41GeIN8OTeW in a non-equilibrium geometry, computed with ωB97M-V/def2-TZVPD.

ORCA input file:
```
! wB97M-V def2-TZVPD RIJCOSX def2/J DEFGRID3
* xyz 2 1
W -0.67 0.25 0.52
C 4.22 -0.31 1.27
N 3.64 0.99 0.96
C 4.55 2.12 0.72
C 2.33 1.13 0.82
N 1.44 0.18 1.02
N 1.85 2.34 0.39
C 0.58 2.79 0.71
N 0.33 4.05 0.33
N -0.17 2.12 1.56
H 5.22 -0.17 1.67
H 4.29 -0.95 0.39
H 3.65 -0.83 2.04
H 5.53 1.86 1.10
H 4.22 3.01 1.26
H 4.64 2.34 -0.35
H 1.86 -0.62 1.47
H 2.51 3.04 0.09
H 0.84 4.45 -0.44
H -0.62 4.38 0.45
H -0.93 2.71 1.87
C -4.69 -1.12 -0.73
C -4.71 -2.40 -0.19
C -3.51 -2.96 0.19
C -2.33 -2.23 0.07
N -2.33 -0.93 -0.34
C -3.50 -0.43 -0.77
C -1.02 -2.78 0.28
C -0.76 -4.13 0.48
C 0.52 -4.61 0.43
C 1.54 -3.71 0.11
C 1.23 -2.39 -0.03
N -0.01 -1.87 0.11
H -5.60 -0.65 -1.09
H -5.64 -2.94 -0.09
H -3.48 -3.96 0.59
H -3.47 0.58 -1.15
H -1.59 -4.80 0.65
H 0.74 -5.66 0.57
H 2.56 -4.05 -0.02
H 2.00 -1.67 -0.28
C 1.90 1.07 4.08
Ge 0.04 0.39 4.13
C 0.12 -1.04 5.49
C -1.00 1.86 4.92
C -0.82 -0.52 2.52
H 2.10 1.37 5.11
H 2.02 1.96 3.45
H 2.65 0.32 3.82
H 0.59 -0.66 6.39
H 0.71 -1.90 5.15
H -0.87 -1.40 5.76
H -0.39 2.28 5.73
H -1.93 1.50 5.36
H -1.23 2.68 4.24
H -0.94 -1.57 2.81
C 1.56 -0.85 -3.11
Te 0.47 0.73 -2.08
C -1.05 0.26 -3.55
C -0.35 -0.45 -4.67
C -0.96 -0.59 -5.91
C -0.30 -1.25 -6.94
C 0.96 -1.79 -6.73
C 1.57 -1.65 -5.49
C 0.92 -0.98 -4.46
H 1.47 -1.78 -2.54
H 2.62 -0.59 -3.19
H -1.52 1.17 -3.91
H -1.81 -0.37 -3.08
H -1.95 -0.17 -6.08
H -0.78 -1.34 -7.91
H 1.47 -2.30 -7.53
H 2.56 -2.07 -5.33
N -2.00 3.32 -1.85
C -2.28 2.78 -0.59
O -1.74 1.56 -0.43
C -2.95 3.43 0.37
I -2.89 0.25 2.55
H -2.12 2.65 -2.60
H -2.54 4.15 -2.04
H -3.43 4.37 0.16
H -3.13 2.99 1.33
*
```

* total energy: -4314.11323 Eh
* orbital gap: 6.1 eV
* strongest force on any atom: 1.725 eV/Å
* E_HOMO: -12.2 eV